No. 1
The following is a DFT calculation (ωB97M-V/def2-TZVPD) of C9H18F2LiNO13S2 as an isolated structure.

Computed properties:
Gap between HOMO and LUMO (alpha / beta), eV: 8.3 / 4.6
F_max, eV/A: 12.94
HOMO energy (alpha / beta), eV: -13.9 / -13.9
⟨S²⟩: 0.7642

```
! wB97M-V def2-TZVPD RIJCOSX def2/J DEFGRID3
* xyz 1 2
Li 21.1383 23.7495 -17.2022
N 22.8670 23.1267 -16.5662
S 24.2993 23.5210 -16.7368
O 25.0096 22.9002 -17.8595
O 25.1386 23.9865 -15.6068
F 24.0326 24.9713 -17.5138
S 23.4719 21.7845 -15.6835
O 23.7686 22.0301 -14.2643
O 24.1854 20.7477 -16.3555
F 22.0687 21.0198 -15.6989
C 20.2471 19.6323 -18.0380
O 21.0483 19.9528 -19.1338
C 21.3489 21.2094 -19.3910
O 20.8270 22.2351 -18.8623
O 22.3040 21.3044 -20.3024
C 22.5878 22.5088 -20.8970
H 20.7419 19.6065 -17.0671
H 19.8991 18.6420 -18.3317
H 19.3594 20.2355 -17.8476
H 22.3751 23.3470 -20.2335
H 21.8577 22.5860 -21.7026
H 23.5391 22.4956 -21.4291
C 16.7209 22.2144 -18.0834
O 18.0533 22.3434 -17.5646
C 18.3017 23.2200 -16.5298
O 19.4824 23.5377 -16.2517
O 17.2442 23.6096 -15.7822
C 17.5182 23.9843 -14.3988
H 15.8541 21.7626 -17.6010
H 16.9756 21.4894 -18.8565
H 16.4290 23.1451 -18.5699
H 18.4430 24.5576 -14.3343
H 17.7918 23.2230 -13.6683
H 16.6628 24.4013 -13.8673
C 21.6379 29.1336 -17.1801
O 21.7508 27.7847 -17.6656
C 21.4880 26.6786 -16.9791
O 21.1015 25.6038 -17.4647
O 21.5553 26.9346 -15.6360
C 21.5242 25.8180 -14.7197
H 22.1320 29.8265 -17.8612
H 22.1201 29.1261 -16.2027
H 20.5958 29.4529 -17.1682
H 21.7688 26.1798 -13.7210
H 22.1641 24.9806 -14.9978
H 20.5057 25.5205 -14.4704
*
```

Atom charges from the Löwdin analysis, given in e for atoms 1 to 6: atom 1 (Li): 0.62, atom 2 (N): -0.18, atom 3 (S): 0.52, atom 4 (O): -0.03, atom 5 (O): -0.09, atom 6 (F): -0.17

=====

No. 2
The following is a DFT calculation (ωB97M-V/def2-TZVPD) of C9H18F8Li3N4O25S8 as an isolated structure.

Computed properties:
Gap between HOMO and LUMO, eV: 9.2
F_max, eV/A: 5.64
HOMO energy, eV: -7.5

```
! wB97M-V def2-TZVPD RIJCOSX def2/J DEFGRID3
* xyz -1 1
Li -2.1771 -2.4640 0.3942
Li 0.1657 0.9323 -3.1888
Li -1.1649 -1.5926 -2.1888
N -2.1109 -3.2174 -1.4849
S -1.1873 -4.6756 -1.7529
O -1.0466 -5.0981 -3.0857
O -1.2850 -5.5778 -0.6661
F 0.2026 -3.9962 -1.4200
S -3.4643 -3.9346 -2.0326
O -3.9303 -5.0667 -1.3007
O -3.7090 -3.8549 -3.4216
F -4.4474 -2.7908 -1.4250
N 1.9019 -0.2009 -3.1039
S 1.8834 -1.2731 -1.7312
O 0.5500 -1.5160 -1.2590
O 2.9691 -1.3526 -0.8298
F 2.1877 -2.4760 -2.6662
S 2.9773 0.8322 -2.5750
O 4.3373 0.7055 -2.9131
O 2.5884 1.4630 -1.3522
F 2.5209 1.9541 -3.6806
N 0.5342 -1.5502 -6.1524
S -0.4185 -0.2406 -6.1961
O -0.3185 0.4227 -4.9222
O -1.6980 -0.2912 -6.7909
F 0.4585 0.5944 -7.1915
S -0.4381 -2.6011 -5.4143
O -1.6390 -3.0463 -6.0027
O -0.4060 -2.3328 -3.9899
F 0.5747 -3.8244 -5.4933
N -1.5598 0.2989 -2.2928
S -3.0827 0.7011 -2.7761
O -3.2986 2.0897 -2.9699
O -4.0831 -0.1323 -2.2193
F -2.9399 0.1238 -4.2334
S -1.8754 0.7493 -0.6477
O -2.0625 -0.4288 0.1544
O -2.6426 1.8808 -0.3240
F -0.3819 1.1591 -0.3912
C -0.1671 4.2087 1.2315
O -0.4125 4.3627 2.6410
C -0.6487 3.2269 3.3120
O -0.7357 2.1306 2.8418
O -0.5313 3.4233 4.6240
C -0.1698 4.6797 5.1713
H -1.1225 4.2617 0.7154
H 0.3771 3.2821 1.0731
H 0.4886 4.9845 0.8412
H -0.9436 5.4350 5.0273
H 0.7634 5.0307 4.7324
H -0.0213 4.5391 6.2383
C -2.0245 -1.3496 3.7941
O -0.7200 -1.9025 3.8816
C -0.2253 -2.4677 2.8033
O -0.7810 -2.5817 1.7327
O 0.9853 -2.9221 3.0568
C 1.7199 -3.3650 1.9115
H -2.1597 -0.8240 4.7332
H -2.7867 -2.1175 3.6725
H -2.0778 -0.6188 2.9868
H 1.3527 -4.2909 1.4728
H 2.7778 -3.4538 2.1376
H 1.6651 -2.6008 1.1334
C 1.8811 0.4572 2.0321
O 2.1904 1.2321 3.2135
C 2.6991 2.4328 3.0987
O 3.0362 2.9422 2.0608
O 2.7342 3.0156 4.3044
C 3.5828 4.1623 4.3840
H 1.3574 1.1095 1.3392
H 1.3010 -0.3343 2.4844
H 2.8014 0.1562 1.5339
H 3.0332 5.0694 4.1253
H 4.4615 4.0609 3.7565
H 3.8354 4.2539 5.4390
*
```

Atom charges from the Löwdin analysis, given in e for atoms 1 to 6: atom 1 (Li): 0.69, atom 2 (Li): 0.65, atom 3 (Li): 0.56, atom 4 (N): -0.39, atom 5 (S): 0.52, atom 6 (O): -0.20

=====

No. 3
The following is a DFT calculation (ωB97M-V/def2-TZVPD) of C9H18FO9RbTl as an isolated structure.

Computed properties:
Energy relative to the best compared isomer or geometry (same formula, charge and spin), kcal/mol: 37.4
Gap between HOMO and LUMO, eV: 4.9
F_max, eV/A: 5.74
HOMO energy, eV: -20.1

```
! wB97M-V def2-TZVPD RIJCOSX def2/J DEFGRID3
* xyz 3 1
Rb 1.8037 -0.9234 -3.0829
Tl -0.3412 1.5302 -0.1352
F 0.6508 -0.2492 -1.2064
C -0.7011 -0.4681 -3.4844
O -1.8841 0.2689 -3.6999
C -2.2462 1.2290 -2.7992
O -1.5624 1.5739 -1.8165
O -3.4533 1.7489 -3.1331
C -4.0388 2.6945 -2.1932
H -0.5146 -0.7445 -4.5222
H -0.7666 -1.4308 -2.9775
H 0.1639 0.0805 -3.1117
H -4.3147 2.2603 -1.2323
H -4.9434 3.1246 -2.6231
H -3.3462 3.5235 -2.0484
C 3.3432 0.6788 -0.8125
O 3.2644 0.1316 0.5105
C 2.3073 0.3800 1.3056
O 1.2749 1.0267 0.9955
O 2.6107 -0.1106 2.5357
C 1.7077 -0.2251 3.5538
H 2.4643 0.5099 -1.4348
H 4.1987 0.2968 -1.3696
H 3.3884 1.7513 -0.6233
H 1.0463 0.6345 3.6624
H 2.2256 -0.2952 4.5103
H 1.1296 -1.1217 3.3300
C 0.7322 -2.6818 0.0550
O 0.0363 -2.5405 1.3105
C -0.4288 -1.4165 1.7179
O -0.3797 -0.3190 1.1577
O -0.8611 -1.5777 2.9582
C -1.3372 -0.5155 3.6743
H 1.5269 -1.9522 -0.1009
H 0.1470 -2.5873 -0.8597
H 1.3355 -3.5892 0.0836
H -0.4860 0.0289 4.0832
H -1.7418 -0.9434 4.5915
H -2.0102 0.2188 3.2315
*
```

Atom charges from the Löwdin analysis, given in e for atoms 1 to 6: atom 1 (Rb): 1.35, atom 2 (Tl): 1.61, atom 3 (F): -0.65, atom 4 (C): -0.19, atom 5 (O): 0.10, atom 6 (C): -0.39

=====

No. 4
The following is a DFT calculation (ωB97M-V/def2-TZVPD) of C9H18FeNO8P as an isolated structure.

Computed properties:
Gap between HOMO and LUMO (alpha / beta), eV: 9.9 / 6.4
F_max, eV/A: 0.94
HOMO energy (alpha / beta), eV: -12.7 / -12.8
⟨S²⟩: 8.7655

```
! wB97M-V def2-TZVPD RIJCOSX def2/J DEFGRID3
* xyz 1 6
Fe 0.0844 0.4804 -0.0141
O 1.8079 0.5307 1.3450
C 1.7104 -0.3313 2.4829
C 2.0290 -1.7838 2.1422
N 1.0282 -2.4602 1.3274
C 1.4307 -2.9656 0.0378
C 1.8414 -1.8316 -0.9491
O 2.8011 -2.0163 -1.6471
O 1.0713 -0.7885 -0.9351
C -0.2322 -2.7737 1.8444
C -1.4659 -1.9435 1.1377
O -2.4981 -2.5433 1.0877
O -1.1610 -0.7657 0.7894
H 2.6964 0.4876 0.9691
H 2.4027 -0.0008 3.2572
H 0.6933 -0.2211 2.8557
H 2.9807 -1.8352 1.6116
H 2.1349 -2.3390 3.0782
H 2.3019 -3.6129 0.1402
H 0.6062 -3.5210 -0.4078
H -0.4867 -3.8149 1.6557
H -0.2973 -2.5390 2.9056
C -2.9193 4.3564 2.8232
O -1.9031 3.3366 2.7042
P -1.9940 2.0636 1.7498
O -2.8307 2.7226 0.5321
C -3.3528 1.8403 -0.4765
O -0.3883 2.1711 1.1181
C 0.1201 3.4943 0.7663
H -2.7946 4.7990 3.8056
H -3.9144 3.9255 2.7357
H -2.7786 5.1074 2.0498
H -4.0591 1.1291 -0.0518
H -2.5522 1.2867 -0.9772
H -3.8467 2.4591 -1.2182
H -0.4490 3.9002 -0.0666
H 1.1648 3.3727 0.4935
H 0.0355 4.1398 1.6331
*
```

Atom charges from the Löwdin analysis, given in e for atoms 1 to 6: atom 1 (Fe): 0.94, atom 2 (O): -0.10, atom 3 (C): -0.16, atom 4 (C): -0.08, atom 5 (N): -0.05, atom 6 (C): -0.01

=====

No. 5
The following is a DFT calculation (ωB97M-V/def2-TZVPD) of an isolated molecule of C9H18N2O3.

Computed properties:
Energy relative to the best compared isomer or geometry (same formula, charge and spin), kcal/mol: 179.9
Gap between HOMO and LUMO, eV: 9.7
F_max, eV/A: 8.16
HOMO energy, eV: -9.3

```
! wB97M-V def2-TZVPD RIJCOSX def2/J DEFGRID3
* xyz 0 1
C 2.1578 -2.4954 -1.6969
C 1.1471 -1.3035 -2.4834
C -0.0197 -1.9403 -3.3942
C 0.4787 -0.6783 -1.1181
C 1.2508 0.2023 -0.1486
N 2.5959 -0.4107 0.4332
C 0.3551 0.2566 0.9980
O 0.5735 -0.2206 2.0121
N -0.6280 1.1559 0.8183
C -1.5209 1.4586 2.0697
C -1.0600 2.7025 2.9415
C -2.9097 1.8244 1.3726
O -2.9197 2.1231 0.2205
O -3.8439 1.5683 2.3998
H 2.4408 -3.3209 -2.6438
H 1.6505 -3.2896 -0.8116
H 3.0380 -1.8479 -1.2489
H 1.5527 -0.4536 -3.0277
H 0.3396 -1.9299 -4.4070
H -1.2492 -1.5814 -3.1005
H 0.2072 -2.8647 -2.6007
H -0.4040 -0.0884 -1.4566
H 0.2105 -1.6153 -0.5930
H 1.5342 1.1884 -0.6842
H 2.9277 0.2107 1.2342
H 2.2301 -1.0799 1.2060
H -0.7353 1.8419 -0.0621
H -1.8934 0.4082 2.4362
H -1.0739 3.6707 2.3748
H 0.0434 2.3766 3.0469
H -1.7458 2.4857 3.9158
H -4.7298 1.6466 1.9977
*
```

Atom charges from the Löwdin analysis, given in e for atoms 1 to 6: atom 1 (C): -0.13, atom 2 (C): -0.36, atom 3 (C): -0.10, atom 4 (C): -0.19, atom 5 (C): -0.28, atom 6 (N): 0.01

=====

No. 6
The following is a DFT calculation (ωB97M-V/def2-TZVPD) of an isolated molecule of C9H18N2O3.

Computed properties:
Energy relative to the best compared isomer or geometry (same formula, charge and spin), kcal/mol: 21.8
Gap between HOMO and LUMO, eV: 10.2
F_max, eV/A: 3.55
HOMO energy, eV: -9.7

```
! wB97M-V def2-TZVPD RIJCOSX def2/J DEFGRID3
* xyz 0 1
C 2.8289 -1.6438 -1.2388
C 1.9505 -1.0267 -0.1410
C 2.6262 -1.0960 1.2177
C 1.6142 0.4709 -0.4253
C 0.7224 1.2525 0.5852
N -0.5873 0.6442 0.7056
C -1.4337 0.3211 -0.2803
O -1.2737 0.6395 -1.4726
C -2.6531 -0.5930 0.0545
C -3.8496 -0.0413 -0.7623
N -2.8081 -0.5788 1.5113
C 0.7329 2.7050 0.1721
O 1.0930 3.5992 0.9183
O 0.2484 2.9089 -1.0894
H 2.3417 -1.3503 -2.2303
H 2.8740 -2.7401 -1.2006
H 3.8013 -1.2186 -1.2346
H 1.0032 -1.5605 -0.0824
H 3.0828 -2.0941 1.5261
H 1.8424 -0.9966 1.9472
H 3.4055 -0.2908 1.3956
H 1.2149 0.6895 -1.4627
H 2.4918 1.0806 -0.5062
H 1.2772 1.1963 1.4999
H -0.9217 0.1436 1.5203
H -2.4460 -1.6650 -0.2450
H -4.8329 -0.5048 -0.5044
H -3.8706 1.1104 -0.4624
H -3.6482 -0.0280 -1.7938
H -3.5341 0.0948 1.8284
H -3.1245 -1.5207 1.6526
H -0.1677 2.0926 -1.4026
*
```

Atom charges from the Löwdin analysis, given in e for atoms 1 to 6: atom 1 (C): -0.07, atom 2 (C): -0.41, atom 3 (C): -0.10, atom 4 (C): -0.12, atom 5 (C): -0.21, atom 6 (N): 0.14

=====

No. 7
The following is a DFT calculation (ωB97M-V/def2-TZVPD) of an isolated molecule of C9H18N2O4.

Computed properties:
Energy relative to the best compared isomer or geometry (same formula, charge and spin), kcal/mol: 134.7
Gap between HOMO and LUMO, eV: 9.3
F_max, eV/A: 4.99
HOMO energy, eV: -9.0

```
! wB97M-V def2-TZVPD RIJCOSX def2/J DEFGRID3
* xyz 0 1
C 0.1742 3.1537 2.3474
C 0.4364 2.2258 1.1926
C 1.9819 2.0239 0.8885
C -0.4515 0.9817 1.4043
N 0.2280 -0.1496 0.8701
C 0.4305 -0.3163 -0.4536
O 0.5920 0.4915 -1.3842
C 0.5619 -1.8731 -0.9236
N 0.7255 -2.8207 0.1013
C -0.4960 -2.0704 -1.9645
C 0.1443 -3.0564 -2.8919
O -1.8982 -2.5064 -1.5074
C -1.7935 1.1997 0.6910
O -2.2781 0.3876 -0.1350
O -2.3730 2.4301 0.9151
H 0.4667 4.2932 1.8749
H -0.8881 2.9925 2.5722
H 1.0889 2.7732 3.1173
H -0.1037 2.7815 0.3118
H 2.2078 1.8264 -0.2673
H 2.3029 1.1807 1.6846
H 2.4076 2.9887 1.4050
H -0.8099 0.8506 2.3396
H -0.0241 -1.1287 1.2988
H 1.5319 -1.7694 -1.5185
H -0.1624 -3.2990 0.1569
H 1.3348 -3.5699 -0.0015
H -0.6000 -1.0758 -2.5263
H -0.0002 -4.0614 -2.3650
H 1.3034 -2.6011 -3.2154
H -0.4896 -3.1174 -3.8838
H -2.1151 -1.7611 -0.8903
H -3.4349 2.5958 0.7569
*
```

Atom charges from the Löwdin analysis, given in e for atoms 1 to 6: atom 1 (C): -0.11, atom 2 (C): -0.45, atom 3 (C): -0.07, atom 4 (C): -0.23, atom 5 (N): 0.10, atom 6 (C): -0.41

=====

No. 8
The following is a DFT calculation (ωB97M-V/def2-TZVPD) of an isolated molecule of C9H18N2O4.

Computed properties:
Energy relative to the best compared isomer or geometry (same formula, charge and spin), kcal/mol: 116.2
Gap between HOMO and LUMO, eV: 10.0
F_max, eV/A: 4.92
HOMO energy, eV: -9.7

```
! wB97M-V def2-TZVPD RIJCOSX def2/J DEFGRID3
* xyz 0 1
C 3.5701 -0.4326 -0.1380
C 2.1287 0.1065 0.0257
C 2.2291 1.5899 0.0901
C 0.9854 -0.4886 -0.8354
C 0.2069 -1.6227 -0.3008
N -0.8099 -2.0005 -1.1632
C -0.1660 -1.2024 1.2016
O 0.4013 -1.6386 2.2267
N -1.3255 -0.3614 1.4560
C -2.3383 0.4254 0.7899
C -2.1227 1.7044 -0.1368
O -0.8911 2.2445 0.1124
C -3.3992 -0.4010 0.0082
O -4.4915 0.1363 -0.1108
O -3.0632 -1.5805 -0.3338
H 4.0477 -0.3287 0.7804
H 3.5186 -1.6227 -0.4482
H 4.2265 0.0592 -0.8491
H 1.8867 -0.0755 1.0719
H 2.2572 1.8860 -0.9442
H 1.1623 1.9829 0.3669
H 3.0818 1.9997 0.6966
H 0.2384 0.2824 -1.1850
H 1.5351 -0.8741 -1.7523
H 0.8034 -2.4352 -0.0514
H -0.5841 -2.2676 -2.1420
H -1.2731 -1.1092 -1.2867
H -0.9168 0.0518 2.3875
H -2.8553 0.8031 1.6741
H -2.1067 1.4323 -1.1233
H -2.9616 2.3406 0.0696
H -0.8130 3.1658 -0.0123
H -2.1611 -1.7693 -0.1444
*
```

Atom charges from the Löwdin analysis, given in e for atoms 1 to 6: atom 1 (C): -0.07, atom 2 (C): -0.45, atom 3 (C): -0.10, atom 4 (C): -0.13, atom 5 (C): -0.36, atom 6 (N): 0.06

=====

Which formula does entry 1 have? C9H18F2LiNO13S2

=====

What is the F_max in the second record? 5.64 eV/A

=====

Among the records above, which one has the lowest F_max? C9H18FeNO8P

=====

F_max of number 3 (C9H18FO9RbTl)? 5.74 eV/A